(1)
{"formula": "C6H6N2O2", "method": "wB97M-V/def2-TZVPD", "symbols": ["C", "C", "C", "C", "C", "C", "H", "H", "H", "H", "H", "H", "N", "N", "O", "O"], "coordinates": [[-1.089, -0.495, 0.187], [-1.451, 0.813, -0.205], [-0.558, 1.902, -0.111], [0.791, 1.604, 0.103], [0.990, 0.241, 0.126], [2.463, -0.330, 0.045], [-1.983, -2.419, 1.353], [-2.982, -1.484, -0.268], [-2.540, 0.951, -0.440], [-0.896, 2.869, -0.769], [1.562, 2.229, -0.076], [1.522, -1.976, -0.132], [-1.968, -1.762, 0.084], [0.098, -0.748, 0.310], [2.509, -1.691, -0.639], [3.529, 0.297, 0.431]], "lowdin_charge": [-0.4294, -0.0342, -0.0434, -0.0005, -0.1736, -0.2522, 0.2456, 0.0773, 0.1155, 0.1695, 0.0862, 0.1770, -0.0017, 0.1035, -0.0673, 0.0279], "e_above_lowest_kj_mol": 465.95, "e_lumo_ha": -0.012, "e_tot_ha": -492.06598, "orbital_gap_ha": 0.344, "spin_multiplicity": 1, "max_force_ev_per_a": 7.179}

---

(2)
{"formula": "C6H6N2O2", "method": "wB97M-V/def2-TZVPD", "symbols": ["C", "C", "C", "C", "C", "C", "H", "H", "H", "H", "H", "H", "N", "N", "O", "O"], "coordinates": [[-2.706, -0.327, -0.037], [-1.930, 0.932, 0.037], [-0.591, 1.199, -0.033], [0.529, 0.296, -0.084], [1.800, -1.400, 0.035], [2.636, -0.333, -0.003], [-1.071, -1.436, -0.103], [-2.558, 1.819, 0.213], [-0.347, 2.265, 0.088], [2.053, -2.439, 0.187], [3.698, -0.275, 0.144], [2.150, 1.756, -0.128], [0.517, -0.997, -0.054], [1.789, 0.754, -0.141], [-2.057, -1.502, -0.091], [-3.913, -0.312, -0.030]], "lowdin_charge": [-0.5390, 0.0268, 0.0098, -0.3673, -0.1187, -0.0747, 0.0379, 0.1199, 0.1138, 0.1116, 0.1094, 0.1994, 0.0925, 0.0936, 0.0925, 0.0925], "e_above_lowest_kj_mol": 24.76, "e_lumo_ha": -0.007, "e_tot_ha": -492.23403, "orbital_gap_ha": 0.330, "spin_multiplicity": 1, "max_force_ev_per_a": 3.378}

---

(3)
{"formula": "C6H6N2O2", "method": "wB97M-V/def2-TZVPD", "symbols": ["C", "C", "C", "C", "C", "C", "H", "H", "H", "H", "H", "H", "N", "N", "O", "O"], "coordinates": [[-1.082, -2.206, 0.572], [-1.784, -0.930, 0.553], [-1.264, 0.179, 0.012], [0.699, -0.895, -0.787], [1.371, 4.930, -0.072], [1.732, 5.163, 1.050], [1.074, -2.772, 0.053], [-2.834, -1.069, 1.026], [-2.025, 1.068, -0.091], [0.123, 1.035, -1.014], [1.188, 4.729, -1.167], [2.260, 5.622, 1.936], [0.257, -2.098, -0.171], [-0.067, 0.130, -0.749], [-1.634, -3.170, 1.044], [1.740, -0.866, -1.327]], "lowdin_charge": [-0.4058, -0.0429, -0.0499, -0.6424, -0.0507, -0.0469, 0.1892, 0.1522, 0.1630, 0.1273, 0.0471, 0.0519, 0.1851, 0.1345, 0.0792, 0.1091], "e_above_lowest_kj_mol": 317.99, "e_lumo_ha": 0.011, "e_tot_ha": -492.12234, "orbital_gap_ha": 0.369, "spin_multiplicity": 1, "max_force_ev_per_a": 7.672}

---

(4)
{"formula": "C6H6N3O", "method": "wB97M-V/def2-TZVPD", "symbols": ["C", "C", "C", "C", "C", "C", "N", "N", "N", "O", "H", "H", "H", "H", "H", "H"], "coordinates": [[1.346, 1.664, -1.374], [-0.146, -0.314, -0.350], [-1.042, -1.792, 0.851], [2.390, 3.702, -0.673], [0.102, 0.402, -1.494], [-1.877, -2.938, 1.281], [0.116, -0.013, 0.923], [-0.403, -0.905, 1.667], [1.800, 2.726, -1.176], [-0.932, -1.395, -0.413], [2.718, 4.488, -1.241], [2.397, 3.648, 0.392], [-0.255, 0.218, -2.476], [-1.437, -3.400, 2.094], [-2.746, -2.607, 1.696], [-2.030, -3.484, 0.291]], "lowdin_charge": [0.2234, -0.3995, -0.2610, 0.1445, 0.1911, 0.0589, 0.1047, 0.1215, 0.0499, 0.1658, 0.0895, 0.1244, 0.0954, 0.0802, 0.0700, 0.1411], "e_above_lowest_kj_mol": 615.61, "e_lumo_ha": [-0.217, -0.231], "e_tot_ha": -471.26021, "charge": 1, "orbital_gap_ha": [0.289, 0.233], "spin_multiplicity": 1, "max_force_ev_per_a": 6.754}

---

(5)
{"formula": "C6H6N3O4", "method": "wB97M-V/def2-TZVPD", "symbols": ["C", "C", "C", "C", "C", "C", "N", "N", "N", "O", "O", "O", "O", "H", "H", "H", "H", "H", "H"], "coordinates": [[0.008, 0.805, 0.095], [-0.955, 1.684, 0.091], [-1.130, -1.494, -0.007], [1.426, 1.299, -0.034], [2.184, 0.078, -0.567], [1.301, -1.122, -0.211], [-0.017, -0.635, 0.156], [-2.336, -1.008, -0.075], [-2.959, -0.104, 0.637], [-1.737, 2.559, 0.216], [-3.936, 0.434, 0.114], [-0.906, -2.718, -0.166], [-2.631, 0.100, 1.755], [1.458, 2.179, -0.711], [1.896, 1.492, 0.912], [2.242, 0.196, -1.540], [3.088, -0.012, -0.106], [1.304, -1.834, -1.039], [1.699, -1.901, 0.480]], "lowdin_charge": [-0.2037, -0.1468, -0.5465, -0.1137, -0.1383, -0.1575, 0.0259, 0.1405, -0.5549, 0.1423, -0.0348, -0.0266, 0.0238, 0.1262, 0.1025, 0.0569, 0.0768, 0.1066, 0.1213], "e_above_lowest_kj_mol": 178.91, "e_lumo_ha": 0.122, "e_tot_ha": -697.35258, "charge": -1, "orbital_gap_ha": 0.278, "spin_multiplicity": 1, "max_force_ev_per_a": 4.930}

---

(6)
{"formula": "C6H6N4O", "method": "wB97M-V/def2-TZVPD", "symbols": ["C", "C", "C", "C", "C", "C", "H", "H", "H", "H", "H", "H", "N", "N", "N", "N", "O"], "coordinates": [[2.544, 0.373, 0.044], [0.011, -2.065, -0.047], [-0.856, -0.949, -0.023], [0.018, 0.131, 0.039], [-1.854, 1.539, -0.042], [-2.287, -0.751, 0.021], [2.385, 1.470, -0.046], [3.118, 0.115, 0.933], [3.107, 0.090, -0.863], [-0.278, -3.106, -0.075], [0.096, 2.244, 0.170], [-2.255, 2.560, -0.114], [1.285, -0.342, 0.010], [1.271, -1.684, -0.049], [-0.476, 1.421, 0.015], [-2.724, 0.602, -0.056], [-3.105, -1.648, 0.085]], "lowdin_charge": [-0.0059, -0.0620, -0.0777, -0.1972, -0.1681, -0.4407, 0.0903, 0.0894, 0.0963, 0.1221, 0.1462, 0.1300, -0.1456, 0.0778, 0.1284, 0.1468, 0.0699], "e_above_lowest_kj_mol": 73.83, "e_lumo_ha": 0.008, "e_tot_ha": -526.49840, "orbital_gap_ha": 0.340, "spin_multiplicity": 1, "max_force_ev_per_a": 1.290}

---

(7)
{"formula": "C6H6NO", "method": "wB97M-V/def2-TZVPD", "symbols": ["C", "C", "C", "C", "C", "C", "N", "O", "H", "H", "H", "H", "H", "H"], "coordinates": [[-0.109, -2.250, -0.215], [0.606, -0.156, 0.803], [-0.140, 0.614, 0.117], [-0.847, -0.461, -1.596], [0.756, -1.676, 0.851], [-0.516, 2.055, -0.090], [-0.634, -1.561, -1.081], [-1.222, 0.182, -2.475], [1.280, 0.231, 1.639], [0.625, -2.099, 1.910], [1.844, -1.911, 0.532], [-1.403, 2.158, 0.360], [-0.613, 2.325, -1.106], [0.375, 2.550, 0.353]], "lowdin_charge": [0.1409, -0.0856, 0.0101, -0.2875, -0.1051, 0.0127, 0.2288, 0.2793, 0.1924, 0.1669, 0.1771, 0.0567, 0.0814, 0.1317], "e_above_lowest_kj_mol": 350.49, "e_lumo_ha": [-0.242, -0.242], "e_tot_ha": -361.75820, "charge": 1, "orbital_gap_ha": [0.283, 0.283], "spin_multiplicity": 1, "max_force_ev_per_a": 6.916}

---

(8)
{"formula": "C6H6NO3", "method": "wB97M-V/def2-TZVPD", "symbols": ["O", "C", "O", "C", "C", "C", "N", "O", "C", "C", "H", "H", "H", "H", "H", "H"], "coordinates": [[-3.117, -0.936, 1.399], [-1.992, -1.376, 1.117], [-1.579, -2.734, 1.328], [-0.865, -0.411, 0.486], [-0.700, -0.469, -1.064], [0.420, 0.436, -1.666], [1.248, 1.270, -0.799], [2.189, 2.008, -1.457], [1.110, 1.343, 0.632], [0.026, 0.495, 1.385], [-0.740, -2.856, 0.808], [-1.317, -1.138, -1.748], [0.609, 0.411, -2.789], [3.022, 1.474, -1.428], [1.795, 1.989, 1.282], [-0.108, 0.492, 2.514]], "lowdin_charge": [0.1320, -0.3763, 0.0806, -0.0180, 0.0872, 0.1028, -0.1517, 0.0598, 0.0985, 0.0987, 0.1265, 0.1388, 0.1560, 0.1670, 0.1595, 0.1387], "e_above_lowest_kj_mol": 181.50, "e_lumo_ha": -0.211, "e_tot_ha": -512.26381, "charge": 1, "orbital_gap_ha": 0.328, "spin_multiplicity": 1, "max_force_ev_per_a": 5.149}

---

(9)
{"formula": "C6H6NO5S2", "method": "wB97M-V/def2-TZVPD", "symbols": ["C", "C", "C", "C", "C", "C", "N", "O", "O", "O", "O", "O", "S", "S", "H", "H", "H", "H", "H", "H"], "coordinates": [[-0.481, 0.259, 0.603], [-0.180, 1.073, -0.628], [-0.058, -1.708, 2.264], [1.768, 1.373, -1.774], [0.393, -0.620, 1.181], [-0.168, 0.220, -1.919], [1.685, -0.803, 0.880], [-1.252, -1.977, 2.291], [2.862, 1.760, -2.051], [0.913, -2.178, 2.869], [1.132, 1.665, -0.645], [1.036, 0.583, -2.574], [-1.999, 0.715, 1.379], [-3.843, 0.434, 0.285], [-0.904, 1.893, -0.703], [-1.010, 0.434, -2.579], [-0.138, -0.851, -1.688], [2.107, -1.402, 1.599], [-4.105, -0.767, 0.788], [2.242, -0.102, 0.421]], "lowdin_charge": [-0.5326, -0.2904, -0.6953, -0.6116, -0.2421, -0.0778, 0.1509, -0.0482, 0.1343, -0.0488, 0.0832, 0.0639, 0.5211, 0.2494, 0.1244, 0.1287, 0.1364, 0.0972, -0.2409, 0.0981], "e_above_lowest_kj_mol": 0.00, "e_lumo_ha": 0.101, "e_tot_ha": -1459.66781, "charge": -1, "orbital_gap_ha": 0.277, "spin_multiplicity": 1, "max_force_ev_per_a": 1.371}

---

(10)
{"formula": "C6H6NO6S", "method": "wB97M-V/def2-TZVPD", "symbols": ["C", "C", "C", "C", "C", "C", "N", "O", "O", "O", "O", "O", "O", "S", "H", "H", "H", "H", "H", "H"], "coordinates": [[-0.912, -1.951, 0.338], [-1.750, -0.979, -0.206], [0.263, -1.537, 0.871], [-1.485, 0.326, -0.192], [0.700, -0.117, 1.014], [-0.232, 0.769, 0.142], [0.115, 2.088, 0.140], [2.311, 0.323, -1.604], [-0.707, 2.941, -0.151], [1.187, 2.425, 0.652], [0.444, -1.078, -2.377], [0.293, 1.278, -2.767], [0.696, 0.245, 2.381], [0.935, 0.216, -2.006], [-1.057, -3.013, 0.540], [-2.717, -1.353, -0.488], [0.790, -2.381, 1.283], [-2.009, 1.109, -0.814], [1.678, 0.009, 0.681], [1.457, 0.680, 2.561]], "lowdin_charge": [-0.1100, -0.1329, -0.0279, -0.0768, -0.3187, -0.2478, -0.3924, -0.3074, 0.0412, 0.0342, -0.3027, -0.3231, 0.0262, 0.5759, 0.1034, 0.0937, 0.0948, 0.1474, 0.0965, 0.0266], "e_above_lowest_kj_mol": 293.85, "e_lumo_ha": [0.109, 0.110], "e_tot_ha": -1136.51576, "charge": -1, "orbital_gap_ha": [0.264, 0.264], "spin_multiplicity": 1, "max_force_ev_per_a": 5.068}